A structure of composition C20H25BF5N2O4Ru at a distorted geometry, computed with ωB97M-V/def2-TZVPD.

```
58
Properties=species:S:1:pos:R:3:forces:R:3
C 2.851 -3.150 -0.084 0.49 -0.62 -1.90
H -2.457 -0.903 2.906 -0.12 0.02 -0.36
Ru 0.719 -1.002 -1.001 1.20 -1.66 0.55
H -4.257 -0.375 1.538 0.32 0.21 -0.01
H 3.600 0.321 1.086 -0.17 0.27 -0.23
C 2.242 -2.558 1.130 -1.66 1.29 3.23
C -2.718 1.319 -2.789 -0.14 0.48 0.42
H 1.183 2.294 -1.246 0.01 -0.12 0.04
O 0.365 0.744 -3.195 1.64 -0.62 1.10
C 1.412 1.599 3.010 -0.03 0.04 -0.03
F -0.523 -3.118 -1.528 0.08 0.11 -0.60
H 2.657 -4.235 -0.153 -0.25 0.48 0.38
C -2.598 3.178 -1.233 0.25 -0.15 0.25
F -1.369 -3.493 -3.707 0.88 0.31 0.68
H -2.802 -2.454 1.073 0.18 0.12 0.06
H -3.458 1.188 1.773 0.10 -0.13 -0.08
H -2.910 4.185 -0.958 0.14 -0.29 0.08
N -0.261 0.457 -0.137 -1.67 1.26 0.08
H 1.961 -3.281 -1.997 -0.12 0.62 0.72
O 1.345 0.310 -2.410 -1.15 0.49 -1.11
C -1.876 -1.865 1.120 -0.08 -0.26 -0.26
C -0.917 0.261 2.229 0.13 -0.24 -0.83
H -1.090 -2.485 1.569 -0.27 0.27 -0.02
C 3.138 0.852 0.238 0.16 -0.28 0.05
C -2.145 -0.574 1.900 -0.10 -0.27 0.63
H 2.582 3.314 -0.971 -0.24 -0.22 0.19
C -1.683 2.482 -0.441 -0.26 0.79 0.12
O 1.093 -1.777 0.914 2.25 -1.10 -1.06
C 1.150 1.460 1.649 -0.73 -0.73 -0.38
C 1.718 2.838 -0.476 0.19 0.50 -0.02
C 0.544 1.092 3.971 -0.01 0.05 0.09
B -0.225 -3.294 -2.950 -0.11 -0.49 -0.24
H 3.925 1.220 -0.436 -0.23 -0.07 0.17
F 0.696 -4.375 -3.062 -0.41 0.70 0.20
H 3.097 -2.159 -1.916 -0.39 0.22 0.40
H 2.346 2.104 3.289 -0.49 -0.21 0.06
C 2.206 1.978 0.694 0.31 0.44 0.27
H -1.585 -1.694 0.075 -0.22 0.02 0.32
H -1.319 0.019 4.304 0.39 0.20 -0.14
H 3.956 -3.100 -0.049 -0.56 0.35 0.08
H -3.120 0.831 -3.682 0.23 0.13 0.44
F 0.486 -2.083 -3.307 -0.44 -0.45 0.19
H 0.785 1.214 5.028 -0.10 -0.08 -0.26
N 2.310 -2.524 -1.364 0.72 -0.71 -0.14
O 2.678 -2.764 2.275 -1.10 0.51 -3.19
C -3.336 0.196 1.324 -0.67 -0.20 -0.09
H -3.813 3.185 -3.021 0.19 -0.24 0.19
H 1.069 3.654 -0.132 0.12 -0.18 0.03
C -1.811 0.656 -1.974 -0.88 -1.00 -0.91
C -1.246 1.204 -0.821 0.96 -0.71 0.58
H 2.797 2.649 1.345 0.00 -0.22 -0.44
H -3.317 0.298 0.233 0.15 0.04 0.25
F -1.587 -0.681 -2.227 -0.06 1.25 0.34
C -0.616 0.434 3.576 0.20 0.27 0.05
H 2.569 0.085 -0.315 0.32 0.24 0.03
C -3.117 2.617 -2.403 0.47 -0.75 -0.25
H -1.299 2.946 0.478 -0.09 -0.34 -0.48
C -0.024 0.756 1.255 0.71 0.63 0.70
```
Positions in Å, forces in eV/Å.

## Properties
E_tot: -1806.69016 a.u.
E_LUMO (spin up / spin down): -0.0325 / -0.1011 Ha
highest occupied orbital energy (spin up / spin down): -0.336 / -0.344 Ha
HOMO-LUMO gap (spin up / spin down): 8.3 / 6.6 eV
2S+1: 6
<S²>: 8.79
energy relative to the best compared isomer or geometry (same formula, charge and spin): 0.000 eV